# 1
80
Properties=species:S:1:pos:R:3 method="wB97M-V/def2-TZVPD" de_lowest_ev=0.046 energy_ev=-299282.8972 charge=-2 homo_energy_ha=-0.1253 homo_lumo_gap_ev=7.29
Ca -0.334 0.318 0.285
Se 4.396 0.609 -2.514
P 3.569 1.774 -0.922
Se 1.469 2.311 -1.031
C 3.961 1.022 0.706
C 5.090 0.218 0.842
C 5.440 -0.284 2.087
C 4.658 0.000 3.199
C 3.521 0.783 3.066
C 3.179 1.299 1.824
C 4.490 3.362 -0.764
C 3.950 4.407 -0.017
C 4.665 5.580 0.163
C 5.926 5.722 -0.402
C 6.466 4.685 -1.148
C 5.750 3.508 -1.328
H 5.675 -0.023 -0.038
H 6.314 -0.917 2.181
H 4.920 -0.412 4.167
H 2.865 0.951 3.910
H 2.276 1.887 1.721
H 2.958 4.300 0.404
H 4.234 6.388 0.742
H 6.483 6.642 -0.265
H 7.445 4.792 -1.598
H 6.153 2.696 -1.920
F -4.345 0.209 -3.605
C -3.862 -0.204 -2.431
F -4.810 -0.072 -1.512
F -3.533 -1.483 -2.542
S -2.346 0.795 -1.957
O -2.538 1.128 -0.551
O -1.222 -0.089 -2.165
N -2.286 1.981 -2.957
S -3.297 3.204 -2.932
O -4.470 2.977 -2.138
O -3.426 3.745 -4.250
C -2.326 4.482 -2.021
F -1.213 4.792 -2.679
F -3.070 5.592 -1.904
F -2.001 4.067 -0.799
F 6.005 -3.260 0.468
C 4.854 -3.957 0.400
F 4.837 -4.774 1.472
F 4.945 -4.743 -0.689
C 3.654 -3.056 0.355
C 3.029 -2.675 1.532
C 1.964 -1.796 1.455
N 1.525 -1.314 0.288
C 2.134 -1.681 -0.836
C 3.212 -2.552 -0.854
H 3.362 -3.040 2.493
H 1.463 -1.445 2.353
H 1.767 -1.242 -1.757
H 3.697 -2.795 -1.787
S -7.314 -1.006 1.484
C -5.771 -1.501 1.092
S -4.330 -0.894 1.836
C -3.334 -2.017 0.922
N -4.035 -2.761 0.128
N -5.382 -2.446 0.210
C -6.228 -3.186 -0.661
C -7.231 -2.554 -1.383
C -8.015 -3.298 -2.250
C -7.798 -4.660 -2.405
C -6.781 -5.279 -1.692
C -5.992 -4.545 -0.820
S -1.631 -2.105 1.132
H -7.387 -1.493 -1.261
H -8.795 -2.804 -2.816
H -8.412 -5.235 -3.088
H -6.594 -6.338 -1.817
H -5.179 -5.002 -0.274
Cl -1.642 0.722 5.909
C -1.594 0.442 4.142
C -0.177 0.299 3.580
O 0.677 -0.315 4.209
O -0.044 0.805 2.412
H -2.123 1.258 3.662
H -2.112 -0.496 3.951

=====

# 2
55
Properties=species:S:1:pos:R:3 method="wB97M-V/def2-TZVPD" energy_ev=-55292.0537 charge=-1 homo_energy_ha=-0.1815 homo_lumo_gap_ev=6.92
O 4.904 4.295 -1.378
O 3.013 0.043 0.273
O 2.545 4.165 2.494
O 5.217 -0.208 0.346
Cl -3.311 0.222 4.558
N -0.355 -1.625 -0.077
N -1.138 0.254 3.052
N -2.874 -1.210 2.380
O -3.080 -4.560 -3.127
O -3.247 -4.563 -0.327
O -6.474 -4.054 -0.434
C 4.025 3.508 -1.705
C 4.174 0.460 0.508
C 3.163 4.138 1.429
C -1.263 -2.479 -0.477
C -2.345 -0.295 3.202
C -0.440 -0.123 2.001
C -2.118 -1.578 1.355
C -0.883 -1.061 1.090
N 0.747 0.505 1.862
N 3.759 5.234 0.948
N -2.363 -2.491 0.366
N 3.188 2.898 -0.867
C 3.832 3.180 -3.166
C 3.766 6.537 1.603
C -3.843 -5.566 -2.451
C -3.579 -3.281 0.210
C -4.536 -2.667 -0.796
C -4.355 -5.040 -1.106
C -5.330 -3.865 -1.274
C 4.319 1.880 1.073
C 3.200 2.830 0.610
H -2.312 -4.328 -2.576
H -7.086 -3.301 -0.504
H -1.159 -3.097 -1.362
H 1.421 0.085 1.197
H 1.108 0.924 2.706
H 4.268 5.122 0.076
H 2.568 2.223 -1.288
H 3.915 2.101 -3.296
H 2.850 3.520 -3.485
H 4.607 3.677 -3.746
H 4.210 6.443 2.596
H 4.346 7.246 1.011
H 2.742 6.897 1.708
H -4.690 -5.872 -3.074
H -3.220 -6.449 -2.280
H -4.074 -3.405 1.181
H -5.160 -1.893 -0.340
H -3.984 -2.226 -1.630
H -4.856 -5.859 -0.578
H -5.650 -3.741 -2.315
H 5.285 2.296 0.782
H 4.293 1.815 2.162
H 2.265 2.342 0.880

=====

# 3
71
Properties=species:S:1:pos:R:3 method="wB97M-V/def2-TZVPD" de_lowest_ev=0.000 energy_ev=-330947.7609 charge=-1 homo_energy_ha="-0.1376 / -0.1483" multiplicity=4 homo_lumo_gap_ev="5.73 / 5.97"
V -0.314 -0.874 -1.124
C -1.498 -0.109 2.765
N -2.402 -0.815 1.869
C -2.935 -2.048 2.405
C -2.752 -0.339 0.655
N -1.825 0.295 -0.050
C -2.060 1.430 -0.836
C -3.214 2.210 -0.827
C -3.332 3.362 -1.585
C -2.277 3.772 -2.382
C -1.106 3.036 -2.369
C -0.958 1.897 -1.593
N 0.258 1.181 -1.558
C 1.347 1.835 -1.156
N 2.557 1.350 -1.488
C 2.677 0.323 -2.498
C 3.716 1.468 -0.610
N 1.263 2.981 -0.430
C 0.236 3.158 0.571
C 2.252 4.027 -0.498
N -4.009 -0.627 0.215
C -5.143 -0.620 1.106
C -4.311 -0.829 -1.190
H -2.081 0.262 3.615
H -1.017 0.710 2.244
H -0.720 -0.785 3.126
H -2.090 -2.684 2.690
H -3.533 -2.560 1.651
H -3.548 -1.871 3.295
H -4.026 1.932 -0.165
H -4.247 3.937 -1.544
H -2.360 4.662 -2.990
H -0.251 3.360 -2.953
H 1.932 0.479 -3.281
H 2.537 -0.667 -2.040
H 3.680 0.388 -2.920
H 3.410 1.831 0.369
H 4.479 2.114 -1.049
H 4.126 0.466 -0.451
H -0.229 2.195 0.774
H -0.512 3.885 0.240
H 0.712 3.486 1.496
H 2.959 3.829 -1.300
H 2.802 4.121 0.446
H 1.754 4.980 -0.709
H -4.834 -0.308 2.103
H -5.611 -1.608 1.169
H -5.887 0.091 0.732
H -3.393 -1.056 -1.724
H -4.800 0.046 -1.632
H -4.981 -1.688 -1.272
N 0.522 -4.531 1.293
C 0.133 -4.927 0.076
O -0.171 -6.069 -0.231
C 0.029 -3.816 -0.931
C 0.963 -3.545 -1.866
C 0.710 -2.494 -2.800
C -0.589 -2.043 -2.969
N -1.566 -2.304 -2.030
C -1.166 -3.030 -0.924
H 0.659 -5.226 2.009
H 0.835 -3.585 1.501
H 1.903 -4.083 -1.902
H 1.435 -2.235 -3.564
H -0.903 -1.469 -3.833
H -1.953 -3.234 -0.203
Se 4.898 -1.800 1.246
Sb 3.026 -1.055 2.580
Se 1.173 -1.099 0.585
Se 1.809 -2.638 3.973
Se 2.676 1.293 3.085